Below is C26H22ClMnO2Sb as an isolated structure at a distorted geometry, with properties calculated with ωB97M-V with the def2-TZVPD basis set.

Geometry as XYZ:
```
53
Properties=species:S:1:pos:R:3:forces:R:3:lowdin_spin:R:1
Cl 0.6807 -1.3325 -1.5532 0.453 0.643 1.274 0.003
C -1.6787 1.6932 -0.5319 -1.158 -0.714 0.395 -0.001
C -1.7829 1.1657 0.8195 -1.053 0.007 -0.504 0.000
C -2.0596 -0.2545 0.7148 -0.052 1.501 -0.249 0.001
H -1.7688 1.7533 1.7349 0.177 -0.143 -0.190 0.000
C -2.1730 -0.5954 -0.6819 -0.715 0.744 -0.399 0.000
C -1.9177 0.5940 -1.4377 -0.919 0.137 0.628 0.000
H -1.9707 0.6519 -2.5245 0.301 0.024 0.217 0.000
H -1.5503 2.7359 -0.8078 0.069 -0.164 0.050 0.000
H -2.2155 -0.9649 1.5163 0.111 0.165 0.178 0.000
C -2.5312 -1.9392 -1.2055 0.516 -0.267 -0.058 0.000
Mn -0.2467 0.2735 -0.1601 0.834 -4.030 -2.167 0.001
C 0.5518 0.0673 1.5232 -0.969 2.822 6.468 0.002
C 0.9786 1.5541 -0.5734 6.117 3.176 -0.031 -0.001
O 0.5762 0.3334 2.6679 0.474 -1.804 -5.054 0.003
O 2.0203 2.0503 -0.7579 -4.667 -1.684 0.395 -0.001
H -2.2153 -2.7177 -0.5023 -0.099 0.067 -0.176 0.000
H -2.0766 -2.1213 -2.1847 -0.155 0.006 0.143 0.000
H -3.6151 -2.0399 -1.3310 -0.002 0.253 0.086 0.000
C 4.9307 0.5992 4.4532 -0.165 -0.303 -0.071 -0.004
C 4.5078 1.3825 3.3735 -0.068 -0.094 -0.575 0.000
C 3.8869 0.7840 2.2686 -0.149 0.844 0.295 0.000
C 3.7114 -0.6002 2.2407 -0.302 0.845 -0.351 -0.003
C 4.1493 -1.3976 3.2930 -0.470 -0.860 0.855 -0.001
C 4.7440 -0.7898 4.4121 0.139 0.075 -0.501 0.001
Sb 2.6670 -1.4791 0.5323 3.240 -2.475 0.526 0.003
C 4.2575 -1.0220 -0.9284 -1.330 -0.279 -0.200 0.024
C 4.0378 -1.3198 -2.2715 -1.037 -0.387 1.527 0.242
C 4.8916 -0.8068 -3.2621 1.649 0.700 -1.146 0.243
C 5.9974 -0.0234 -2.9103 0.187 0.122 0.269 -0.003
C 6.2385 0.2383 -1.5562 0.998 0.401 -2.110 0.192
C 5.3932 -0.2884 -0.5660 -1.174 -0.441 1.212 0.277
C 2.6261 -3.5851 1.1333 -0.081 0.562 -0.212 -0.001
C 3.3716 -4.5452 0.4445 0.087 -0.595 -0.819 0.000
C 3.3298 -5.8850 0.8645 0.231 0.558 -0.089 -0.001
C 2.5505 -6.2602 1.9674 -0.120 0.304 -0.033 -0.003
C 1.8037 -5.2883 2.6496 0.124 0.653 0.000 0.000
C 1.8369 -3.9478 2.2296 -0.809 -0.294 0.554 -0.001
H 5.3946 1.0693 5.3248 -0.246 -0.168 -0.245 0.000
H 4.6433 2.4645 3.3890 0.038 -0.285 -0.047 0.000
H 3.5540 1.4172 1.4429 0.027 -0.074 0.275 0.000
H 4.0252 -2.4824 3.2716 0.001 0.369 0.144 0.000
H 5.0583 -1.4073 5.2533 0.027 0.046 -0.300 0.000
H 3.1863 -1.9282 -2.5777 0.199 0.148 0.007 0.008
H 4.6860 -1.0158 -4.3115 0.032 0.025 0.150 0.008
H 6.6587 0.3826 -3.6827 -0.271 -0.129 0.301 -0.003
H 7.0798 0.8709 -1.2711 -0.118 -0.189 0.002 0.005
H 5.6241 -0.0908 0.4802 -0.031 -0.073 -0.178 0.009
H 3.9872 -4.2641 -0.4130 -0.201 -0.240 0.180 0.000
H 3.8998 -6.6426 0.3247 -0.026 0.308 0.151 0.000
H 2.5119 -7.3043 2.2907 -0.031 0.339 -0.190 0.000
H 1.1868 -5.5693 3.5069 0.252 0.151 -0.252 0.000
H 1.2429 -3.2053 2.7717 0.130 -0.304 -0.138 0.000
```
Forces are in eV/Å.

Computed properties:
2S+1 ... 2
Electronic energy ... -81743.966 eV
M ... 578.61 g mol⁻¹
Total charge ... +4

Below is C26H22CrFN7O2 as an isolated structure at a distorted geometry, with properties calculated with ωB97M-V with the def2-TZVPD basis set.

Geometry as XYZ:
```
59
Properties=species:S:1:pos:R:3:forces:R:3:lowdin_spin:R:1
Cr 0.1346 0.3404 0.2763 0.812 -0.194 0.313 2.832
O -0.3548 -3.7580 -0.5051 0.062 0.361 0.816 0.000
C -1.6476 -3.7298 -0.8773 1.133 0.953 0.311 0.001
C -2.1420 -4.8154 -1.5158 0.803 -2.406 -1.134 0.000
C -3.3923 -4.7884 -2.0342 -1.294 -0.283 -0.839 0.001
C -4.1761 -3.6627 -1.9277 -0.589 -0.059 -0.624 0.000
C -3.6718 -2.5404 -1.3396 -0.689 -0.213 0.552 0.001
C -2.4203 -2.5780 -0.7660 -0.092 0.344 -0.198 0.000
C -1.8784 -1.3372 -0.2494 1.465 1.423 1.590 0.009
O -0.7205 -1.4127 0.4861 -1.045 -0.358 -0.839 0.024
N -2.4606 -0.2090 -0.4655 0.262 0.050 -0.190 0.008
N -1.6563 0.8727 0.0619 -1.641 -0.808 -0.269 -0.030
C -2.2825 1.4535 1.1271 3.391 0.610 1.563 -0.076
C -1.4210 1.7801 2.2149 -3.691 0.739 -2.067 0.022
C -2.0360 2.4686 3.2841 -2.006 0.560 0.932 0.009
C -1.5667 2.6703 4.5417 0.241 -0.072 1.762 0.054
C -0.3114 2.1833 5.0866 2.007 -0.621 0.996 0.003
C 0.7905 1.7908 4.3799 0.905 0.338 0.283 0.054
N -0.1728 1.4205 2.0457 4.412 -1.190 0.325 0.056
H -0.2568 -2.9036 0.0152 0.327 -0.101 -0.240 0.000
H -1.4813 -5.6656 -1.7859 -0.358 0.633 0.622 0.000
H -3.7984 -5.5892 -2.6353 0.211 -0.388 0.102 0.000
H -5.1314 -3.6375 -2.4250 -0.294 -0.007 0.057 0.000
H -4.2914 -1.6665 -1.2511 0.185 0.386 -0.054 0.000
H -3.2972 1.6260 1.1738 -2.155 0.045 -0.104 -0.007
H -3.1451 2.7450 3.1706 1.814 -0.334 -0.249 0.000
H -2.2080 3.1113 5.3292 0.091 -0.227 -0.788 0.004
H -0.1129 2.1000 6.2390 -0.960 0.421 -2.114 -0.001
H 1.7633 1.5766 4.9253 -1.374 0.011 -0.520 0.004
N 4.4295 0.2797 0.4397 -0.805 0.335 -0.376 0.003
C 4.3914 -1.0747 0.7015 -0.140 0.248 0.781 -0.001
C 3.0883 -1.4248 0.7997 -1.289 0.542 0.198 0.003
N 2.3136 -0.2881 0.5620 -0.503 -1.007 0.144 0.007
C 3.1163 0.7045 0.3205 1.525 -0.764 0.062 0.008
C 2.5467 1.9717 -0.0378 0.143 0.427 0.298 0.003
N 1.2425 2.0094 -0.1811 0.363 1.174 -0.744 0.002
C 0.9078 3.2994 -0.5205 2.957 0.228 0.552 0.004
C 2.0753 4.0683 -0.4970 -1.033 -2.543 0.279 0.001
N 3.1425 3.1931 -0.1981 -0.042 0.613 0.183 0.001
H 5.2693 0.7374 0.1389 -0.069 0.308 0.004 0.000
H 5.2567 -1.5412 1.1090 0.490 -0.531 -0.343 0.000
H 2.5782 -2.3508 1.0959 0.578 0.509 -0.283 0.000
H -0.0736 3.5939 -0.7754 -0.801 0.144 0.030 0.000
H 2.1345 5.0970 -0.6276 0.597 1.446 -0.251 0.000
H 4.1328 3.4258 0.0754 -1.960 -0.266 -0.585 0.000
F 0.2817 -1.3428 -5.7737 -0.177 0.311 0.907 0.002
C 0.2528 -0.9313 -4.4383 -1.726 1.131 -1.304 0.007
C -0.5642 0.1669 -4.0568 1.298 -1.160 -0.283 -0.003
C -0.4608 0.5497 -2.7498 -0.294 0.539 1.578 0.002
C 0.3140 -0.0821 -1.7651 -0.205 0.103 -0.336 -0.026
C 1.0298 -1.1397 -2.2504 2.168 -0.945 1.831 0.006
C 0.9998 -1.6059 -3.5372 0.634 -0.563 -1.345 -0.001
H -1.2322 0.7205 -4.6740 -0.178 0.013 -0.858 0.000
H -1.0303 1.3775 -2.3462 -0.435 0.199 -0.492 0.000
H 1.8078 -1.5959 -1.5892 -0.914 -0.070 -0.416 0.000
H 1.6002 -2.4298 -3.9214 -0.017 0.079 0.349 0.000
C 0.9227 1.9871 2.8631 -0.411 0.616 -0.091 0.012
H 0.9199 3.1406 2.8075 0.101 -1.142 -0.410 0.001
H 1.9522 1.6394 2.4472 -1.786 0.411 0.924 0.001
```
Forces are in eV/Å.

Computed properties:
2S+1 ... 4
Electronic energy ... -72982.251 eV
ΔE to the lowest compared entry with this formula, charge and spin ... 42.2 kJ/mol
M ... 535.50 g mol⁻¹
Total charge ... -1

Below is a 2-piece molecular cluster, C26H22F4N2O10 overall at a distorted geometry, with properties calculated with ωB97M-V with the def2-TZVPD basis set.

Geometry as XYZ:
```
64
Properties=species:S:1:pos:R:3:forces:R:3:mulliken_charge:R:1
N 1.3885 -4.7420 -1.1568 0.656 2.149 1.058 -0.591
C 1.4162 -3.2837 -0.9387 -0.506 2.167 0.717 0.652
C 2.4985 -2.3439 -1.5945 -2.972 0.949 2.219 -1.107
C 2.4835 -0.7870 -1.3581 -2.163 -2.915 1.317 0.450
C 3.6004 0.0908 -2.0845 -0.257 -1.500 0.268 -0.877
C 4.6581 0.7955 -1.1009 0.305 1.020 -1.452 0.143
C 6.0922 0.8313 -1.8936 -0.010 1.296 0.851 -0.872
C 7.1150 -0.2726 -1.3637 -1.115 -1.796 -2.018 0.506
O 7.1583 -1.3712 -1.9592 0.673 3.716 2.629 -0.513
O 7.8898 0.0648 -0.2089 -2.110 -0.746 -1.328 -0.468
C 1.3494 -0.2511 -0.4465 0.020 -1.834 -0.337 0.289
C 0.2533 -1.1872 0.1999 1.624 -1.206 -1.681 0.465
C 0.2532 -2.7208 -0.0316 2.827 3.255 -1.388 -0.758
C -0.8942 -0.4729 1.0865 -0.074 -0.680 1.253 0.268
O -1.3525 -0.9846 2.1389 1.326 1.857 -3.994 -0.516
C -1.3554 0.9710 0.5227 -0.940 3.053 -1.321 0.150
C -2.8048 1.5049 0.5766 3.229 2.135 -1.437 -0.854
C -3.0970 2.9270 -0.0274 2.156 -1.099 0.010 -0.426
C -2.0366 3.8301 -0.6951 1.370 -3.293 1.145 0.181
C -2.3421 5.2768 -1.2900 -0.301 0.104 0.123 -0.272
C -3.4253 5.3058 -2.4625 -4.432 -0.277 -0.137 0.373
O -4.6602 5.2001 -2.2144 5.064 0.446 -0.546 -0.515
O -3.0564 5.4885 -3.8485 0.157 0.848 2.710 -0.451
C -0.5562 3.2801 -0.7532 -2.550 -1.118 1.979 0.286
C 0.6318 4.1543 -1.4199 0.746 -3.110 -3.067 0.022
O 1.1106 3.7094 -2.4919 -1.562 2.346 4.375 -0.488
N 1.1181 5.3784 -0.7307 0.159 -1.744 3.166 -0.188
C 2.4185 5.1369 -0.0649 3.912 -1.527 -2.683 0.639
O 3.4030 4.7477 -0.7092 -3.969 1.708 2.980 -0.443
F 2.5630 5.3769 1.3336 -1.368 -0.141 -3.119 -0.248
C -0.2631 1.9004 -0.1333 -1.835 -0.037 -0.013 0.211
C 1.2349 1.2947 -0.1136 0.539 1.202 0.464 0.267
O 2.1782 2.0653 0.1954 -2.856 -2.575 -1.276 -0.556
H 2.3055 -5.1019 -1.4518 -0.626 0.297 0.156 0.281
H 1.0993 -5.2255 -0.2827 0.238 0.532 -1.004 0.252
H 3.2672 -2.8738 -2.2500 -1.075 1.126 0.993 0.175
H 3.0721 0.7980 -2.8100 0.852 -0.601 1.223 0.303
H 4.2083 -0.6399 -2.7472 -1.165 1.011 1.101 0.515
H 4.7704 0.2878 -0.0865 -0.472 0.726 -1.368 0.379
H 4.3476 1.9063 -1.0238 0.443 -2.013 0.456 -0.023
H 6.5228 1.8933 -1.7260 -0.440 -1.826 -0.177 0.350
H 5.8609 0.7654 -3.0139 0.730 -0.359 1.684 0.416
H 7.2499 0.4634 0.4322 0.807 -0.095 -0.746 0.358
H -0.5509 -3.3878 0.4356 1.447 1.127 -0.832 0.092
H -3.6461 0.9024 1.0614 1.435 1.021 -0.837 0.375
H -4.1918 3.2731 0.0643 2.029 -0.408 -0.366 0.336
H -1.4261 5.8521 -1.6566 -1.006 -1.190 0.498 0.302
H -2.7831 5.9004 -0.4222 0.435 -0.969 -1.551 0.406
H -3.4953 6.3337 -4.1218 0.188 -1.176 0.184 0.367
H 0.4576 5.5204 0.0670 0.413 0.127 -0.867 0.336
C -5.5135 -3.7765 4.6262 0.338 0.155 -0.012 -1.101
C -5.7373 -4.9855 3.7394 -0.534 0.130 0.624 -0.198
O -4.8601 -4.9501 2.6028 1.021 -0.394 -0.491 -0.316
C -3.6056 -5.4018 2.8108 -1.338 0.003 1.509 0.232
O -3.2003 -5.8150 3.8661 0.225 0.211 -1.083 -0.507
C -2.8001 -5.3525 1.5154 1.131 0.191 -1.779 1.066
F -2.9693 -4.1922 0.8393 -0.131 -0.403 0.628 -0.255
F -3.1519 -6.3396 0.6635 -0.167 0.228 0.667 -0.266
F -1.4702 -5.4830 1.7170 -0.804 0.041 0.384 -0.250
H -5.6128 -2.8533 4.0493 -0.126 -0.106 0.030 0.294
H -6.2342 -3.7606 5.4464 0.026 -0.042 -0.093 0.372
H -4.5067 -3.7802 5.0504 -0.116 -0.091 0.029 0.319
H -6.7576 -4.9699 3.3491 0.266 -0.008 -0.274 0.319
H -5.6194 -5.9201 4.2942 0.231 0.099 -0.152 0.313
```
Forces are in eV/Å.

Computed properties:
Electronic energy ... -61634.176 eV
Structure (SMILES) ... Nc1cc(CCCC(=O)O)c2c(c1)C(=O)c1ccc(CC(=O)O)c(C(=O)NC(=O)F)c1C2=O.CCOC(=O)C(F)(F)F
M ... 598.46 g mol⁻¹

Q: Number 1 is which compound?
A: C26H22ClMnO2Sb